The following is a quantum chemistry calculation of the molecule C3H4N2O2S at a distorted geometry, from OMol25.

The structure (SMILES) is O/N=C1\C=NOCS1. Its relative energy (zero: lowest compared OMol25 entry of this formula, charge and spin) is 106.8 kcal/mol. As for the gap between HOMO and LUMO: 9.2 eV. Its strongest force on any atom is 1.84 eV/Å. The HOMO energy comes out at -0.3342 hartree.

```
! RIJCOSX wB97M-V def2-TZVPD def2/J DEFGRID3
* xyz 0 1
S 0.65 -1.64 -0.47
O -2.69 0.24 0.02
O 2.04 0.64 -0.22
N -1.83 -0.81 -0.13
N 1.02 1.46 -0.46
C -0.61 -0.42 -0.24
C -0.18 1.00 -0.30
C 1.81 -0.57 0.40
H 1.43 -0.43 1.41
H -3.52 -0.20 -0.03
H -0.95 1.77 -0.46
H 2.84 -1.03 0.48
*
```